# 1
Computed, not measured: the molecule C2H6N2O at a distorted geometry, with the ωB97M-V functional and the def2-TZVPD basis.

ΔE to the lowest compared entry with this formula, charge and spin: 0.703 eV
Kohn-Sham gap: 10.2 eV
SMILES: NCC(N)=O

The geometry in ORCA input format:
```
! RIJCOSX wB97M-V def2-TZVPD def2/J DEFGRID3
* xyz 0 1
N 0.73 1.39 -0.92
C 0.68 0.00 -0.57
C -0.13 -0.30 0.69
N -1.14 -1.26 0.72
O 0.20 0.14 1.77
H -0.18 1.77 -1.09
H 1.26 1.94 -0.27
H 0.34 -0.67 -1.41
H 1.67 -0.45 -0.42
H -1.76 -1.45 -0.05
H -1.69 -1.12 1.56
*
```



# 2
Computed, not measured: the ion C6H13N4O with charge +1 at a distorted geometry, with the ωB97M-V functional and the def2-TZVPD basis.

ΔE to the lowest compared entry with this formula, charge and spin: 4.162 eV
Kohn-Sham gap: 8.2 eV

The geometry in ORCA input format:
```
! RIJCOSX wB97M-V def2-TZVPD def2/J DEFGRID3
* xyz 1 1
C 1.51 0.40 -0.07
C 1.23 1.51 0.90
C 2.83 -1.65 -0.23
C -1.05 2.09 -0.08
C -1.16 -0.24 -0.61
C -1.39 -1.65 1.33
N 2.26 -0.55 -0.10
N 0.27 2.44 0.34
N -1.11 1.02 -1.04
N -1.14 -1.23 -1.49
O -1.32 -0.43 0.65
H 0.85 1.22 1.88
H 2.12 1.98 1.06
H 3.74 -1.85 -0.92
H 2.13 -2.54 -0.19
H -1.70 1.84 0.78
H -1.24 3.02 -0.77
H -2.09 -1.56 2.19
H -0.40 -2.08 1.77
H -1.78 -2.49 0.64
H 0.76 2.81 -0.48
H -1.15 1.21 -1.99
H -0.94 -1.13 -2.51
H -1.25 -2.14 -1.03
*
```



# 3
Computed, not measured: a cluster of 4 separate species, H8O4 in total at a distorted geometry, with the ωB97M-V functional and the def2-TZVPD basis.

ΔE to the lowest compared entry with this formula, charge and spin: 1.495 eV
Kohn-Sham gap: 10.4 eV
SMILES: O.O.O.O

The geometry in ORCA input format:
```
! RIJCOSX wB97M-V def2-TZVPD def2/J DEFGRID3
* xyz 0 1
O 1.05 -0.09 -0.51
H 0.62 -0.45 0.32
H 0.49 0.66 -0.76
O -0.33 -1.78 -2.02
H 0.32 -1.29 -1.48
H -1.06 -1.15 -2.15
O 0.36 -0.73 1.84
H 0.50 0.08 2.24
H 1.33 -0.87 1.58
O -1.07 1.76 -0.07
H -1.47 1.35 0.64
H -0.72 2.49 0.37
*
```



# 4
Computed, not measured: a cluster of 2 separate species, C4H7Br in total at a distorted geometry, with the ωB97M-V functional and the def2-TZVPD basis.

ΔE to the lowest compared entry with this formula, charge and spin: 5.803 eV
Kohn-Sham gap (alpha / beta): 9.4 / 8.3 eV

The geometry in ORCA input format:
```
! RIJCOSX wB97M-V def2-TZVPD def2/J DEFGRID3
* xyz 0 1
C -0.35 -1.33 0.00
C 0.04 0.07 0.56
C -1.21 -0.07 -0.19
C 1.23 0.94 0.14
Br -3.14 0.13 -0.13
H 0.14 -2.03 -0.66
H -0.80 -1.97 0.90
H -0.02 0.01 1.70
H -0.50 0.70 -2.23
H 2.20 0.95 0.64
H 0.89 2.00 0.17
H 1.52 0.60 -0.89
*
```